No. 1
The following is a quantum chemistry calculation of a cluster of 2 separate species, C2H5INO in total, from OMol25.

Values from the calculation:
* charge: -1
* calculated total energy: -506.88587 Ha
* orbital gap: 7.76 eV
* maximum force: 5.31 eV Å⁻¹

Last column: natural (NBO) charge in e.
Cartesian coordinates (Å):
C (0.2778, -0.2479, 0.7694)  -0.664
C (0.5874, -0.4394, -0.8988)  -0.015
N (-0.1493, 0.1696, -1.8091)  -0.094
O (0.0847, 0.0939, -3.0810)  -0.580
I (-3.1819, 1.6053, -0.7525)  -0.915
H (1.3138, -0.1729, 1.0343)  0.214
H (-0.3584, 0.6252, 0.6753)  0.251
H (-0.4005, -1.0399, 1.1387)  0.223
H (1.3596, -1.1034, -1.2963)  0.175
H (-1.0037, 0.6123, -1.3786)  0.405



No. 2
The following is a quantum chemistry calculation of a cluster of 5 separate species, C4H15NO6 in total, from OMol25.

Values from the calculation:
* calculated total energy: -667.60254 Ha
* orbital gap: 10.12 eV
* SMILES string: NC(=O)CCC=O.O.O.O.O
* maximum force: 2.20 eV Å⁻¹

Last column: natural (NBO) charge in e.
Cartesian coordinates (Å):
O (-2.5976, -0.1789, -1.9059)  -0.539
C (-1.4634, 0.1284, -2.2229)  0.461
C (-0.4080, 0.5212, -1.2142)  -0.529
C (0.5864, 1.5902, -1.6322)  -0.503
C (1.6929, 1.7240, -0.5858)  0.685
N (2.4405, 0.5878, -0.4875)  -0.820
O (1.8650, 2.6715, 0.1520)  -0.606
H (-1.1259, 0.0454, -3.2710)  0.110
H (-0.9599, 0.8955, -0.3856)  0.232
H (0.0430, -0.4080, -0.8593)  0.262
H (1.1112, 1.4064, -2.5896)  0.215
H (0.1498, 2.5570, -1.7962)  0.237
H (2.4834, -0.0847, -1.1765)  0.396
H (3.0704, 0.5753, 0.2493)  0.397
H (-1.2087, -1.9429, 3.7689)  0.477
H (-1.2866, -0.9385, 2.6583)  0.477
O (-1.4917, -1.0446, 3.5970)  -0.952
H (1.7779, -2.7157, -2.6945)  0.482
H (0.8618, -3.1476, -1.4371)  0.491
O (1.4717, -2.4596, -1.7985)  -0.970
H (-2.9186, -1.3728, 1.2636)  0.470
H (-2.3195, -1.5992, -0.0639)  0.473
O (-2.4885, -2.0275, 0.7414)  -0.943
H (0.0063, 0.5536, 3.9267)  0.488
H (1.3452, 1.2231, 3.3992)  0.472
O (0.9015, 0.3459, 3.6194)  -0.963



No. 3
The following is a quantum chemistry calculation of a structure of composition C33H38F3I2N4O7P3S, from OMol25.

Values from the calculation:
* calculated total energy: -4343.06068 Ha
* orbital gap: 7.42 eV
* maximum force: 3.73 eV Å⁻¹

Last column: Mulliken charge in e.
Cartesian coordinates (Å):
C (2.7534, -0.3656, 5.0165)  -1.160
C (1.5543, 0.6864, 5.1794)  -1.532
C (0.8807, 0.8753, 3.7870)  -0.192
C (-0.4172, 0.2761, 3.3879)  0.176
C (-1.1213, -0.6227, 4.4571)  -1.505
C (-0.3012, -1.9677, 4.5851)  0.071
C (-0.9295, -3.1836, 3.8452)  -0.102
F (-2.1393, -3.1373, 3.1974)  -0.312
C (-0.2851, -4.3739, 3.8637)  0.488
F (-0.9142, -5.5607, 3.6770)  -0.234
F (1.0518, -4.4255, 4.1126)  -0.223
C (-0.9320, 0.5449, 2.0403)  0.850
C (-2.2879, -0.1309, 1.6105)  -0.457
C (-2.0886, -1.0142, 0.2884)  -0.373
O (-2.3458, -2.4145, 0.5393)  -0.295
C (-1.3182, -3.2115, 0.0830)  0.144
O (-1.3155, -4.3859, 0.3377)  -0.479
C (-0.1976, 1.4229, 1.1013)  0.593
C (-0.7486, 1.7489, -0.3193)  -0.681
O (-2.1626, 2.1071, -0.3143)  -0.419
C (-2.3749, 3.2090, 0.5169)  0.935
C (-3.6321, 3.2317, 1.4301)  -1.131
O (-1.6158, 4.1432, 0.5120)  -0.507
C (1.0955, 2.0202, 1.4844)  -1.059
C (1.5891, 1.7032, 2.8146)  1.616
S (3.2128, 2.3858, 3.3120)  -0.358
C (3.2775, 3.9140, 2.3062)  1.188
C (4.0563, 5.0784, 2.7494)  -0.325
I (5.1309, 5.0681, 4.5989)  0.081
C (4.1117, 6.2923, 1.9018)  -0.236
I (5.3124, 7.9609, 2.5417)  0.076
C (3.3765, 6.3652, 0.6315)  0.517
C (3.4843, 7.6668, -0.2192)  -1.497
C (2.6100, 5.1817, 0.2385)  0.238
P (1.6688, 5.2724, -1.3935)  0.323
N (0.8871, 6.6544, -1.5316)  -0.753
C (2.5422, 3.9384, 1.0478)  -1.432
N (1.7692, 2.8358, 0.4793)  0.971
P (2.9287, 1.7358, -0.3107)  -0.073
P (2.7162, 1.7825, -2.4946)  0.931
O (2.8810, 0.3691, -2.9513)  -0.659
O (1.2104, 2.2891, -3.0044)  -0.441
O (3.9788, 2.7001, -3.0949)  -0.481
H (2.4072, -1.3130, 5.5149)  0.423
H (3.7041, 0.0081, 5.4802)  0.298
H (2.8807, -0.5519, 3.9168)  0.381
H (0.8599, 0.2839, 5.9604)  0.250
H (1.8991, 1.6932, 5.5324)  0.631
H (-1.0163, -0.0866, 5.4425)  0.423
H (-2.2155, -0.7579, 4.2969)  0.575
H (-0.2040, -2.2458, 5.6700)  0.513
H (0.7325, -1.8193, 4.1838)  0.033
H (-2.6590, -0.8513, 2.3833)  0.206
H (-3.0887, 0.6149, 1.3980)  -0.198
H (-2.7637, -0.6476, -0.5330)  0.257
H (-1.0100, -0.8665, -0.0019)  0.042
H (-0.4292, -2.8230, -0.4868)  0.429
H (-0.2055, 2.5689, -0.8427)  -0.353
H (-0.6780, 0.8298, -0.9657)  0.366
H (-4.0680, 4.2645, 1.4100)  0.375
H (-4.4086, 2.4719, 1.1681)  0.356
H (-3.3134, 3.0105, 2.4897)  0.209
H (3.2169, 7.4918, -1.2942)  0.313
H (2.8633, 8.5034, 0.2076)  0.315
H (4.5382, 8.0685, -0.2416)  0.487
H (0.6854, 4.2352, -1.4433)  0.250
H (2.5871, 5.0916, -2.4881)  0.065
H (1.1931, 7.1706, -2.3599)  0.283
H (4.2167, 2.2853, 0.0263)  0.096
H (1.2305, 2.4012, -3.9750)  0.353
H (3.7485, 3.0369, -3.9808)  0.336
N (-3.3852, -7.4615, -1.8523)  0.049
C (-2.8000, -6.2775, -1.4931)  -0.610
C (-2.9073, -5.4159, -2.5545)  -0.162
C (-3.5884, -6.1042, -3.5923)  -0.900
C (-3.8729, -7.3627, -3.1291)  -0.551
H (-3.4481, -8.2771, -1.2689)  0.184
H (-2.3590, -6.1517, -0.5191)  0.577
H (-2.5387, -4.4024, -2.5829)  0.527
H (-3.8411, -5.7190, -4.5678)  0.505
H (-4.3770, -8.1943, -3.5951)  0.387
N (-2.1069, -5.8241, -7.9690)  0.002
C (-1.6382, -4.5984, -8.3598)  -0.461
C (-0.8978, -4.0816, -7.3279)  -0.465
C (-0.9157, -5.0341, -6.2759)  -0.286
C (-1.6665, -6.0985, -6.7019)  -0.629
H (-2.6842, -6.4290, -8.5261)  0.197
H (-1.8728, -4.2015, -9.3344)  0.366
H (-0.3975, -3.1258, -7.3282)  0.384
H (-0.4320, -4.9488, -5.3155)  0.438
H (-1.9264, -7.0244, -6.2146)  0.458



No. 4
The following is a quantum chemistry calculation of the molecule C3H8OS, from OMol25.

Values from the calculation:
* calculated total energy: -592.49666 Ha
* orbital gap: 9.76 eV
* SMILES string: CSCCO
* maximum force: 2.65 eV Å⁻¹

Last column: natural (NBO) charge in e.
Cartesian coordinates (Å):
C (1.8442, -0.4353, -0.0912)  -0.772
C (-0.6872, -0.7514, 0.3615)  -0.554
C (-1.1075, -0.2626, -0.9765)  -0.067
H (2.7099, 0.1603, -0.1010)  0.232
H (2.2479, -1.3645, 0.3394)  0.212
H (1.4656, -0.7560, -1.0480)  0.216
H (-1.5896, -0.7603, 1.0668)  0.235
H (-0.3289, -1.7671, 0.1733)  0.215
H (-0.2440, -0.3843, -1.6443)  0.136
H (-1.8455, -0.9679, -1.3127)  0.178
H (-0.8145, 1.5274, -0.5823)  0.471
O (-1.5275, 1.0104, -0.9910)  -0.709
S (0.6452, 0.3078, 0.9546)  0.207